Run a
C26H49GeN8O3STi | the ωB97M-V functional and the def2-TZVPD basis

As for the HOMO energy (spin up / spin down): -13.245 / -13.421 eV. As for the expectation value of S²: 0.762. As for the lowest unoccupied orbital energy (spin up / spin down): -6.50 / -6.99 eV. As for the total charge: +2. As for the multiplicity: 2. Its frontier orbital gap (spin up / spin down) is 6.7402 / 6.4339 eV.

Geometry (Å):
Ti: 0.19 -0.30 1.19
C: 2.81 0.67 -3.85
C: 1.37 1.16 -3.94
C: 1.33 2.68 -4.04
C: 0.69 0.54 -5.15
O: 0.67 0.80 -2.73
Ge: -0.69 -0.40 -2.56
O: 0.63 -1.29 -0.29
C: 1.11 -2.66 -0.60
C: 0.10 -3.67 -0.08
C: 2.45 -2.86 0.11
C: 1.34 -2.84 -2.09
O: -1.73 0.65 -1.51
C: -2.99 1.16 -2.01
C: -2.83 2.65 -2.33
C: -3.43 0.44 -3.28
C: -4.05 0.96 -0.94
H: 3.38 0.99 -4.72
H: 3.31 1.07 -2.97
H: 2.84 -0.42 -3.81
H: 1.83 3.02 -4.94
H: 0.29 3.03 -4.07
H: 1.82 3.14 -3.18
H: 1.21 0.81 -6.07
H: 0.69 -0.55 -5.08
H: -0.34 0.88 -5.23
H: -0.14 -3.49 0.97
H: -0.81 -3.65 -0.67
H: 0.53 -4.67 -0.16
H: 2.32 -2.79 1.18
H: 2.82 -3.86 -0.12
H: 3.20 -2.15 -0.22
H: 0.40 -2.91 -2.65
H: 1.93 -2.02 -2.50
H: 1.88 -3.77 -2.24
H: -1.85 2.83 -2.79
H: -3.60 2.98 -3.03
H: -2.92 3.27 -1.44
H: -2.76 0.64 -4.13
H: -3.50 -0.64 -3.14
H: -4.42 0.79 -3.57
H: -3.64 1.17 0.05
H: -4.89 1.64 -1.11
H: -4.45 -0.06 -0.95
C: 2.45 1.90 -0.24
C: 3.02 0.55 0.12
N: 2.35 0.09 1.36
C: 2.37 1.03 2.52
C: 0.94 1.45 2.87
S: -1.33 1.45 1.55
C: -0.92 3.08 0.92
C: 0.49 3.18 0.38
N: 1.01 1.87 0.01
H: 2.68 2.15 -1.28
H: 2.90 2.68 0.37
H: 4.10 0.59 0.25
H: 2.78 -0.16 -0.67
H: 2.82 -0.77 1.65
H: 2.84 0.52 3.36
H: 2.98 1.89 2.28
H: 0.74 2.50 2.81
H: 0.55 1.07 3.81
H: -1.10 3.79 1.72
H: -1.66 3.27 0.14
H: 1.15 3.61 1.14
H: 0.52 3.86 -0.48
H: 0.55 1.56 -0.85
N: 2.52 -2.00 3.61
C: 1.32 -1.51 4.03
N: 1.20 -1.22 5.31
C: -0.01 -0.79 5.70
N: -0.17 -0.35 6.93
N: -1.11 -0.82 4.90
C: -0.88 -1.09 3.65
N: 0.35 -1.31 3.09
C: -2.03 -1.33 2.73
C: -3.26 -1.73 3.18
C: -4.16 -2.24 2.25
C: -3.78 -2.32 0.92
C: -2.54 -1.83 0.54
N: -1.70 -1.31 1.43
H: 3.17 -2.15 4.38
H: 2.48 -2.78 2.97
H: 0.61 -0.36 7.57
H: -1.08 -0.07 7.25
H: -3.48 -1.70 4.24
H: -5.14 -2.58 2.56
H: -4.43 -2.75 0.17
H: -2.22 -1.82 -0.50

Atom charges from the Löwdin analysis, given in e for atoms 1 to 2: number 1, Ti, carries 0.8952; number 2, C, carries -0.0203

---

Run b
C26H49GeN8O3STi | the ωB97M-V functional and the def2-TZVPD basis

As for the HOMO energy (spin up / spin down): -13.336 / -13.336 eV. As for the expectation value of S²: 0.753. As for the lowest unoccupied orbital energy (spin up / spin down): -6.09 / -6.03 eV. As for the total charge: +2. As for the multiplicity: 2. Its frontier orbital gap (spin up / spin down) is 7.2471 / 7.3083 eV.

Geometry (Å):
Ti: 0.52 0.23 -0.15
C: 1.75 -3.00 3.05
C: 0.27 -2.80 2.76
C: -0.35 -4.12 2.28
C: -0.39 -2.36 4.07
O: 0.10 -1.79 1.70
Ge: -1.68 -1.20 1.64
O: -1.96 -1.38 -0.21
C: -3.37 -1.26 -0.63
C: -4.33 -1.60 0.51
C: -3.63 0.16 -1.10
C: -3.65 -2.26 -1.76
O: -0.76 0.72 1.18
C: -1.30 1.80 2.05
C: -0.25 2.10 3.11
C: -1.69 3.02 1.21
C: -2.57 1.36 2.77
H: 1.86 -3.63 3.93
H: 2.23 -2.04 3.29
H: 2.28 -3.49 2.24
H: -0.22 -4.90 3.02
H: 0.12 -4.45 1.35
H: -1.42 -4.00 2.10
H: -0.10 -3.05 4.86
H: -1.48 -2.36 4.03
H: -0.05 -1.36 4.35
H: -4.33 -0.87 1.32
H: -4.11 -2.59 0.94
H: -5.35 -1.64 0.12
H: -3.44 0.88 -0.30
H: -4.66 0.27 -1.42
H: -2.99 0.42 -1.95
H: -3.20 -3.23 -1.53
H: -3.31 -1.90 -2.72
H: -4.73 -2.41 -1.85
H: 0.67 2.53 2.69
H: 0.01 1.19 3.65
H: -0.64 2.82 3.83
H: -0.85 3.59 0.84
H: -2.28 3.69 1.83
H: -2.31 2.71 0.37
H: -2.40 0.58 3.50
H: -3.35 1.04 2.07
H: -2.97 2.22 3.31
C: 2.32 -2.37 -0.16
C: 3.17 -1.42 0.67
N: 2.48 -0.14 1.02
C: 3.55 0.88 1.11
C: 4.09 1.28 -0.27
S: 2.95 1.02 -1.66
C: 3.47 -0.57 -2.38
C: 2.26 -1.49 -2.45
N: 1.53 -1.63 -1.16
H: 2.97 -3.11 -0.63
H: 1.61 -2.89 0.47
H: 3.52 -1.92 1.57
H: 4.06 -1.16 0.12
H: 2.09 -0.27 1.95
H: 3.17 1.75 1.65
H: 4.37 0.49 1.72
H: 4.34 2.34 -0.28
H: 5.02 0.76 -0.51
H: 3.83 -0.38 -3.39
H: 4.30 -0.98 -1.82
H: 1.57 -1.10 -3.19
H: 2.58 -2.47 -2.80
H: 0.74 -2.22 -1.39
N: -0.87 -1.52 -2.76
C: -0.71 -0.23 -3.11
N: -1.00 0.10 -4.36
C: -0.88 1.39 -4.67
N: -1.17 1.77 -5.90
N: -0.49 2.34 -3.79
C: -0.16 1.92 -2.61
N: -0.21 0.64 -2.18
C: 0.38 2.91 -1.66
C: 0.48 4.24 -2.00
C: 1.09 5.12 -1.13
C: 1.59 4.62 0.06
C: 1.42 3.28 0.34
N: 0.82 2.42 -0.49
H: -1.30 -2.08 -3.48
H: -1.21 -1.67 -1.80
H: -1.48 1.10 -6.58
H: -1.10 2.74 -6.15
H: 0.09 4.56 -2.96
H: 1.19 6.17 -1.38
H: 2.08 5.26 0.78
H: 1.73 2.89 1.29

Atom charges from the Löwdin analysis, given in e for atoms 1 to 2: number 1, Ti, carries 1.0661; number 2, C, carries -0.0333

---

run b is the most stable structure; the next one sits 2.836 eV above it.

---

Run a
C19H40N6O4Si4TeV | the ωB97M-V functional and the def2-TZVPD basis

As for the HOMO energy (spin up / spin down): -9.762 / -9.944 eV. As for the expectation value of S²: 2.039. As for the lowest unoccupied orbital energy (spin up / spin down): -3.94 / -4.46 eV. As for the total charge: +1. As for the multiplicity: 3. Its frontier orbital gap (spin up / spin down) is 5.8218 / 5.4825 eV.

Geometry (Å):
V: -0.08 -0.91 0.56
N: 3.58 0.95 0.38
C: 2.48 0.65 -0.32
N: 1.64 0.00 0.46
C: 2.28 -0.06 1.67
N: 3.47 0.51 1.64
C: 1.52 -0.61 2.75
C: 1.89 -0.64 4.09
N: 1.07 -1.03 5.04
C: -0.17 -1.37 4.65
C: -0.57 -1.36 3.33
N: 0.28 -1.02 2.34
H: 4.40 1.46 0.10
H: 2.32 0.89 -1.35
H: 2.89 -0.32 4.38
H: -0.84 -1.67 5.43
H: -1.57 -1.66 3.04
N: -3.65 2.86 -0.17
C: -2.40 2.54 0.48
C: -1.46 1.96 -0.58
O: -1.73 2.36 -1.80
O: -0.48 1.31 -0.31
H: -4.24 3.44 0.43
H: -4.15 2.01 -0.39
H: -2.60 2.82 -1.79
H: -2.47 1.85 1.33
H: -1.93 3.47 0.83
C: -4.05 -1.71 0.40
C: -2.82 -0.98 -0.09
O: -2.90 -0.01 -0.83
O: -1.69 -1.43 0.30
H: -4.89 -1.02 0.40
H: -3.89 -2.12 1.39
H: -4.27 -2.52 -0.29
C: 0.49 -4.54 3.30
Si: -0.68 -5.46 2.10
C: -2.45 -4.73 2.28
C: -0.68 -7.31 2.54
Si: 0.26 -5.21 -0.11
Te: 1.14 -2.84 -0.50
Si: 2.41 -6.38 -0.32
C: 2.21 -8.27 -0.13
C: 3.58 -5.73 1.04
C: 3.14 -5.96 -2.04
Si: -1.07 -5.80 -2.08
C: -2.89 -5.42 -1.66
C: -0.54 -4.76 -3.59
C: -0.84 -7.66 -2.44
H: 0.11 -4.49 4.32
H: 0.65 -3.51 2.97
H: 1.46 -5.02 3.34
H: -2.97 -5.14 3.13
H: -3.05 -4.94 1.40
H: -2.41 -3.65 2.39
H: -0.95 -7.49 3.57
H: 0.31 -7.74 2.38
H: -1.38 -7.87 1.92
H: 1.90 -8.54 0.87
H: 3.14 -8.78 -0.33
H: 1.47 -8.67 -0.82
H: 3.31 -6.12 2.02
H: 3.54 -4.64 1.10
H: 4.61 -6.01 0.86
H: 2.61 -6.48 -2.84
H: 4.19 -6.23 -2.11
H: 3.06 -4.89 -2.24
H: -3.03 -4.35 -1.54
H: -3.20 -5.91 -0.74
H: -3.56 -5.75 -2.45
H: -0.71 -3.70 -3.40
H: -1.11 -5.03 -4.48
H: 0.51 -4.89 -3.82
H: -1.02 -8.26 -1.55
H: 0.16 -7.88 -2.79
H: -1.53 -8.00 -3.20

Atom charges from the Löwdin analysis, given in e for atoms 1 to 2: number 1, V, carries 0.5450; number 2, N, carries 0.0766

---

Run b
C19H40N6O4Si4TeV | the ωB97M-V functional and the def2-TZVPD basis

As for the HOMO energy (spin up / spin down): -10.695 / -10.535 eV. As for the expectation value of S²: 2.057. As for the lowest unoccupied orbital energy (spin up / spin down): -3.56 / -4.79 eV. As for the total charge: +1. As for the multiplicity: 3. Its frontier orbital gap (spin up / spin down) is 7.1305 / 5.7426 eV.

Geometry (Å):
V: 1.41 -2.35 0.51
N: 5.42 -0.87 0.56
C: 4.20 -0.68 1.08
N: 3.34 -1.39 0.38
C: 4.11 -2.02 -0.55
N: 5.38 -1.73 -0.47
C: 3.42 -2.89 -1.51
C: 4.02 -3.51 -2.58
N: 3.32 -4.24 -3.44
C: 2.01 -4.31 -3.24
C: 1.39 -3.69 -2.17
N: 2.10 -2.99 -1.28
H: 6.29 -0.47 0.86
H: 3.97 -0.03 1.91
H: 5.09 -3.42 -2.74
H: 1.43 -4.89 -3.94
H: 0.32 -3.73 -2.01
N: -2.83 -2.34 1.56
C: -1.40 -2.43 1.86
C: -0.63 -2.82 0.58
O: -1.37 -2.66 -0.56
O: 0.23 -3.80 0.59
H: -3.26 -3.26 1.61
H: -2.24 -2.34 -0.24
H: -3.30 -1.75 2.23
H: -1.15 -3.16 2.62
H: -1.04 -1.46 2.21
C: 2.98 -4.08 2.58
C: 1.73 -3.30 2.93
O: 0.91 -3.71 3.69
O: 1.63 -2.10 2.28
H: 3.16 -4.83 3.34
H: 3.85 -3.42 2.49
H: 2.82 -4.60 1.63
C: -2.24 1.07 -3.48
Si: -2.93 1.27 -1.76
C: -3.92 2.84 -1.55
C: -4.00 -0.19 -1.34
Si: -1.11 1.58 -0.28
Te: 0.62 -0.22 -0.64
Si: -1.50 2.04 2.00
C: -2.84 0.95 2.72
C: -2.02 3.82 2.12
C: 0.10 1.69 2.90
Si: 0.24 3.32 -1.17
C: 0.98 2.88 -2.83
C: -0.76 4.88 -1.34
C: 1.63 3.61 0.05
H: -3.01 0.71 -4.16
H: -1.42 0.34 -3.47
H: -1.85 2.01 -3.87
H: -4.71 2.89 -2.31
H: -3.31 3.73 -1.64
H: -4.41 2.86 -0.57
H: -5.00 -0.04 -1.77
H: -4.12 -0.34 -0.27
H: -3.60 -1.11 -1.77
H: -3.66 0.78 2.03
H: -3.25 1.42 3.62
H: -2.42 -0.01 3.03
H: -2.87 4.02 1.45
H: -1.22 4.50 1.85
H: -2.34 4.06 3.14
H: 0.47 0.69 2.65
H: -0.04 1.73 3.99
H: 0.88 2.41 2.64
H: 0.23 2.82 -3.61
H: 1.51 1.92 -2.80
H: 1.70 3.65 -3.12
H: -1.46 4.83 -2.18
H: -0.09 5.73 -1.52
H: -1.34 5.11 -0.44
H: 2.11 2.67 0.33
H: 1.26 4.08 0.97
H: 2.39 4.26 -0.38

Atom charges from the Löwdin analysis, given in e for atoms 1 to 2: number 1, V, carries 0.5051; number 2, N, carries 0.0623

---

run a is the most stable structure; the next one sits 0.356 eV above it.

---

Run a
C14H16O2 | the ωB97M-V functional and the def2-TZVPD basis

As for the HOMO energy: -7.811 eV. As for the SMILES: Cc1ccc(O)cc1.Cc1ccc(O)cc1. As for the lowest unoccupied orbital energy: 0.67 eV. Its frontier orbital gap is 8.4778 eV.

Geometry (Å):
C: -3.60 1.23 4.39
C: -3.06 0.83 2.99
C: -1.92 0.10 2.80
C: -1.35 -0.07 1.53
C: -1.88 0.82 0.55
O: -1.17 0.84 -0.70
C: -2.90 1.75 0.76
C: -3.64 1.64 1.95
H: -4.73 1.23 4.53
H: -3.25 2.26 4.67
H: -3.45 0.55 5.25
H: -1.44 -0.33 3.72
H: -0.44 -0.55 1.39
H: -0.93 1.72 -0.85
H: -3.27 2.50 0.02
H: -4.60 2.14 2.13
C: 4.77 -0.05 -3.18
C: 3.58 -0.65 -2.42
C: 3.49 -1.92 -1.88
C: 2.30 -2.31 -1.27
C: 1.28 -1.30 -1.11
O: 0.19 -1.71 -0.40
C: 1.33 0.00 -1.73
C: 2.53 0.36 -2.39
H: 5.02 0.98 -3.13
H: 4.75 -0.59 -4.27
H: 5.69 -0.43 -2.81
H: 4.28 -2.59 -1.77
H: 2.27 -3.15 -0.63
H: -0.67 -1.19 -0.58
H: 0.47 0.68 -1.74
H: 2.56 1.20 -3.00

Atom charges from the natural (NBO) analysis, given in e for atoms 1 to 2: number 1, C, carries -0.6482; number 2, C, carries -0.0559

---

Run b
C14H16O2 | the ωB97M-V functional and the def2-TZVPD basis

As for the HOMO energy: -8.499 eV. As for the SMILES: Cc1ccc(O)cc1.Cc1ccc(O)cc1. As for the lowest unoccupied orbital energy: 0.69 eV. Its frontier orbital gap is 9.1920 eV.

Geometry (Å):
C: -1.96 -2.23 1.81
C: -1.56 -1.93 0.39
C: -2.53 -1.89 -0.62
C: -2.14 -1.88 -1.95
C: -0.81 -1.67 -2.27
O: -0.44 -1.67 -3.61
C: 0.14 -1.68 -1.28
C: -0.24 -1.92 0.05
H: -1.13 -2.69 2.34
H: -2.76 -2.97 1.95
H: -2.31 -1.39 2.42
H: -3.55 -2.16 -0.38
H: -2.88 -2.02 -2.74
H: -0.69 -0.83 -4.00
H: 1.19 -1.50 -1.51
H: 0.59 -1.92 0.75
C: 1.98 0.25 2.27
C: 1.57 1.31 1.28
C: 2.49 2.24 0.82
C: 2.17 3.15 -0.18
C: 0.90 3.10 -0.74
O: 0.68 3.96 -1.79
C: -0.01 2.13 -0.40
C: 0.31 1.30 0.69
H: 2.76 0.63 2.92
H: 2.39 -0.62 1.77
H: 1.20 -0.05 2.96
H: 3.51 2.24 1.20
H: 2.89 3.84 -0.59
H: -0.26 4.19 -1.82
H: -0.97 1.96 -0.85
H: -0.53 0.74 1.08

Atom charges from the natural (NBO) analysis, given in e for atoms 1 to 2: number 1, C, carries -0.6345; number 2, C, carries -0.0346

---

run b is the most stable structure; the next one sits 2.125 eV above it.

---

Run a
C5H10N2S | the ωB97M-V functional and the def2-TZVPD basis

As for the HOMO energy: -8.179 eV. As for the SMILES: C[C@@H]1[C@@H](N)CN1C=S. As for the lowest unoccupied orbital energy: 0.74 eV. Its frontier orbital gap is 8.9198 eV.

Geometry (Å):
C: -0.57 -1.49 1.01
C: -0.31 -0.53 -0.16
C: 1.14 -0.05 -0.20
N: 1.75 -0.36 -1.53
C: 0.60 1.37 -0.07
N: -0.76 0.82 -0.09
C: -1.96 1.31 0.24
S: -3.38 0.52 0.04
H: -0.19 -1.09 1.93
H: -0.02 -2.42 0.83
H: -1.68 -1.75 1.04
H: -0.66 -0.97 -1.09
H: 1.70 -0.27 0.72
H: 2.68 0.08 -1.56
H: 1.95 -1.39 -1.53
H: 0.86 1.88 0.83
H: 0.81 2.00 -0.95
H: -1.95 2.34 0.52

Atom charges from the natural (NBO) analysis, given in e for atoms 1 to 2: number 1, C, carries -0.6266; number 2, C, carries -0.0394

---

Run b
C5H10N2S | the ωB97M-V functional and the def2-TZVPD basis

As for the HOMO energy: -8.455 eV. As for the SMILES: [H]/N=C1\CC(C)(C)SN1. As for the lowest unoccupied orbital energy: 0.51 eV. Its frontier orbital gap is 8.9678 eV.

Geometry (Å):
H: 3.10 -1.28 -0.84
N: 2.99 -0.34 -0.34
C: 1.86 0.09 -0.11
C: 0.59 -0.75 -0.27
C: -0.61 0.33 -0.13
C: -1.79 -0.19 -0.91
C: -1.05 0.30 1.33
S: 0.11 1.81 -0.68
N: 1.59 1.39 0.38
H: 0.64 -1.31 -1.24
H: 0.59 -1.41 0.65
H: -1.86 -0.40 -2.00
H: -2.17 -1.24 -0.59
H: -2.86 0.12 -0.53
H: -1.86 -0.70 1.07
H: -1.57 1.19 1.40
H: -0.10 0.18 2.14
H: 2.39 2.21 0.68

Atom charges from the natural (NBO) analysis, given in e for atoms 1 to 2: number 1, H, carries 0.3535; number 2, N, carries -0.6903

---

Run c
C5H10N2S | the ωB97M-V functional and the def2-TZVPD basis

As for the HOMO energy: -8.952 eV. As for the lowest unoccupied orbital energy: 0.17 eV. Its frontier orbital gap is 9.1179 eV.

Geometry (Å):
C: -0.84 -0.21 0.08
C: -0.01 -1.38 0.54
C: 1.41 -0.22 -0.86
C: 0.18 0.73 -0.85
C: -0.70 1.05 1.01
H: -2.61 -0.81 -1.87
H: -0.38 -2.16 -0.04
H: -0.33 -1.49 1.62
H: 1.69 -0.67 1.09
H: 1.48 -0.99 -1.61
H: 2.41 0.32 -0.61
H: -0.25 0.88 -1.90
H: 1.08 2.28 0.27
H: -0.40 0.82 2.14
H: -1.72 1.53 0.91
N: 1.40 -1.19 0.31
N: 0.22 1.82 0.02
S: -2.64 -0.30 -0.24

Atom charges from the natural (NBO) analysis, given in e for atoms 1 to 2: number 1, C, carries -0.1813; number 2, C, carries -0.2698

---

Run d
C5H10N2S | the ωB97M-V functional and the def2-TZVPD basis

As for the HOMO energy: -8.504 eV. As for the SMILES: [H]/N=C(\N)C(C)(C)C=S. As for the lowest unoccupied orbital energy: 0.03 eV. Its frontier orbital gap is 8.5301 eV.

Geometry (Å):
H: -1.27 -2.87 -0.33
N: -0.43 -2.18 -0.34
C: -0.69 -0.98 -0.15
N: -1.98 -0.46 0.06
C: 0.42 0.00 -0.06
C: 0.29 1.44 -0.74
C: 0.18 0.19 1.41
C: 1.65 -0.39 -0.69
S: 3.04 -0.74 0.15
H: -2.08 0.59 0.67
H: -2.71 -0.63 -0.82
H: 0.61 1.75 -1.93
H: -0.79 1.78 -0.74
H: 1.12 2.10 -0.03
H: -0.79 0.37 1.99
H: 0.80 -0.73 1.74
H: 0.76 1.16 1.70
H: 1.84 -0.41 -1.90

Atom charges from the natural (NBO) analysis, given in e for atoms 1 to 2: number 1, H, carries 0.3540; number 2, N, carries -0.6624

---

run a is the most stable structure; the next one sits 2.849 eV above it.